C5H8O2 as an isolated structure, computed with ωB97M-V/def2-TZVPD.

Computed properties:
relative energy (zero: lowest compared OMol25 entry of this formula, charge and spin): 3.6254 eV
orbital gap: 10.4 eV
HOMO energy: -0.3649 Ha

Each line ends with the Löwdin charge.
Element x y z (Å)
O (2.68, -0.67, 0.66)  -0.064
C (2.12, -1.28, -0.21)  -0.169
C (-0.45, 0.27, 0.63)  -0.012
C (-1.45, 1.12, 0.34)  -0.026
C (-2.27, 0.16, -0.51)  -0.077
C (-1.05, -0.77, -0.26)  -0.401
O (-0.72, -1.84, -0.70)  0.082
H (2.40, 1.44, -0.16)  0.027
H (1.76, -2.32, -0.07)  0.086
H (1.90, -0.83, -1.20)  0.086
H (0.45, 0.32, 1.22)  0.089
H (-1.62, 2.15, 0.62)  0.109
H (1.98, 1.95, -0.51)  0.050
H (-2.45, 0.44, -1.56)  0.110
H (-3.20, -0.19, -0.05)  0.111